The following is a DFT calculation (wB97M-V/def2-TZVPD) of a molecular structure, C27H46BiN8S.

Structure (ORCA input):
```
! wB97M-V def2-TZVPD RIJCOSX def2/J DEFGRID3
* xyz 3 1
Bi 0.399 0.937 -0.433
C -4.120 1.792 -1.608
C -2.808 1.631 -0.916
N -1.716 1.432 -1.567
N -1.703 1.472 -2.929
C -0.606 1.951 -3.560
N -0.645 2.080 -4.872
S 0.785 2.397 -2.691
C -2.643 1.846 0.535
C -3.710 2.007 1.402
C -3.463 2.388 2.717
C -2.159 2.607 3.120
C -1.140 2.389 2.202
N -1.374 2.012 0.953
H -4.336 0.929 -2.242
H -4.950 1.918 -0.924
H -4.089 2.685 -2.241
H -2.577 1.386 -3.430
H -1.465 1.901 -5.434
H 0.160 2.464 -5.344
H -4.727 1.846 1.075
H -4.287 2.528 3.404
H -1.932 2.943 4.123
H -0.100 2.534 2.478
C 2.682 -1.731 1.760
C 2.727 -0.396 1.055
C 2.517 0.792 1.781
C 2.118 0.697 3.233
C 2.737 2.039 1.159
C 2.708 3.329 1.940
C 3.136 2.095 -0.200
C 3.442 3.436 -0.813
C 3.344 0.904 -0.926
C 3.975 0.935 -2.296
C 3.086 -0.339 -0.307
C 3.323 -1.615 -1.071
H 1.698 -2.208 1.711
H 2.942 -1.626 2.809
H 3.401 -2.420 1.324
H 3.001 0.562 3.864
H 1.459 -0.153 3.410
H 1.609 1.589 3.587
H 1.939 4.018 1.583
H 3.665 3.839 1.816
H 2.570 3.179 3.004
H 4.456 3.744 -0.542
H 2.767 4.211 -0.453
H 3.382 3.423 -1.897
H 3.230 0.925 -3.094
H 4.632 0.080 -2.439
H 4.587 1.822 -2.424
H 4.352 -1.955 -0.931
H 3.172 -1.459 -2.135
H 2.663 -2.414 -0.736
C -1.593 -3.330 2.338
C -2.399 -2.028 2.352
C -2.822 -1.690 3.776
C -3.628 -2.151 1.453
N -1.594 -0.863 1.892
N -0.892 -1.079 0.668
H -2.168 -4.127 2.807
H -0.661 -3.224 2.900
H -1.364 -3.660 1.321
H -3.489 -2.461 4.158
H -3.350 -0.735 3.807
H -1.959 -1.636 4.444
H -4.246 -2.984 1.782
H -3.357 -2.348 0.410
H -4.226 -1.239 1.500
H -0.902 -0.654 2.606
H -1.587 -1.357 -0.019
H -0.236 -1.860 0.745
C -1.006 -3.755 -3.320
N 0.222 -2.950 -3.210
C 1.458 -3.573 -3.709
C 0.207 -1.814 -2.603
N 0.119 -0.761 -2.101
H -1.153 -4.037 -4.362
H -1.868 -3.188 -2.979
H -0.908 -4.662 -2.723
H 1.270 -3.971 -4.705
H 1.754 -4.392 -3.053
H 2.262 -2.847 -3.766
*
```

Computed properties:
- maximum force (eV/Å) = 0.6
- HOMO level (eV) = -16.8
- total energy (Ha) = -2106.380163
- E_LUMO (eV) = -9.12
- orbital gap (eV) = 7.7
- energy relative to the best compared isomer or geometry (same formula, charge and spin) (eV) = 0.280